Below is a single C2H3FO2S molecule at a distorted geometry, with properties calculated with wB97M-V/def2-TZVPD.

Output
maximum force = 3.8 eV/Å
DFT total energy = -726.46765 Ha
HOMO level = -10.0199 eV
gap between HOMO and LUMO = 10.361 eV
energy above the lowest of the compared OMol25 structures with the same formula, charge and spin = 169.2 kJ/mol

Each line ends with the Löwdin charge.
Cartesian coordinates (Å):
C (0.167, -0.265, 0.220)  0.0043
C (-0.696, 0.242, -0.613)  -0.3107
O (-4.072, 1.303, 0.765)  -0.3620
O (-1.987, 0.564, -0.381)  -0.2831
F (-2.763, -0.572, 1.815)  -0.3350
S (-2.728, 0.996, 1.120)  1.0551
H (1.239, -0.533, 0.056)  0.0816
H (-0.187, -0.472, 1.257)  0.0602
H (-0.232, 0.279, -1.535)  0.0896